1.
Molecular formula: C3H4NO3S
Method: DFT, wB97M-V/def2-TZVPD

Geometry (Å):
C -2.5062 0.0464 0.1919
C 2.0492 0.4672 0.0045
C 0.6131 0.1784 -0.2166
N -0.2545 1.0263 -0.3596
O -1.9385 -0.6036 1.0339
O -3.6200 0.1900 -0.2298
O -1.5525 1.0170 -0.5916
S 0.5623 -1.9597 -0.3528
H 2.6471 -0.2290 -0.5802
H 2.2858 1.4926 -0.2736
H 2.2941 0.3140 1.0559
H -0.5799 -1.9395 0.3180

Calculated values
E_HOMO ... -4.62 eV
F_max ... 3.21 eV/Å
Total charge ... -1
LUMO energy ... 3.39 eV
Multiplicity ... 1
Relative energy (zero: lowest compared OMol25 entry of this formula, charge and spin) ... 198.7 kJ/mol

Results of the Mulliken charge analysis, in e, for atoms 1 through 6: atom 1 (C): 0.649, atom 2 (C): -0.938, atom 3 (C): 0.522, atom 4 (N): -0.266, atom 5 (O): -0.661, atom 6 (O): -0.632


2.
Molecular formula: C3H5CeO4
Method: DFT, wB97M-V/def2-TZVPD

Geometry (Å):
C -2.3086 -2.4283 -0.0784
O -1.7584 -1.1508 0.1725
C -2.4628 0.0162 -0.3681
H -2.4465 -2.5771 -1.1593
H -1.6021 -3.1757 0.2961
H -3.2756 -2.5273 0.4354
H -3.5132 -0.0544 -0.0235
H -2.4199 -0.0673 -1.4714
Ce -0.2420 0.2462 1.3841
O -1.7805 1.0756 0.1260
C 2.5542 0.8247 -0.8015
O 3.3356 1.0909 -1.5979
O 1.9056 0.5266 0.1297

Calculated values
E_HOMO (alpha / beta) ... -18.84 / -18.87 eV
F_max ... 3.57 eV/Å
Total charge ... +2
LUMO energy (alpha / beta) ... -9.72 / -9.29 eV
Multiplicity ... 2
Relative energy (zero: lowest compared OMol25 entry of this formula, charge and spin) ... 0.0 kJ/mol

Results of the Mulliken charge analysis, in e, for atoms 1 through 6: atom 1 (C): -0.567, atom 2 (O): -0.349, atom 3 (C): -0.130, atom 4 (H): 0.274, atom 5 (H): 0.285, atom 6 (H): 0.297


3.
Molecular formula: C8H5N2O5Os
Method: DFT, wB97M-V/def2-TZVPD

Geometry (Å):
O 0.4781 1.0259 -3.4434
C 0.3367 1.0333 -2.2914
Os 0.3775 1.4004 -0.3470
O 3.0712 0.5168 -1.5339
C 2.1204 0.8476 -0.9615
C 0.9469 1.5307 1.4912
O 1.4878 1.6542 2.5069
C -1.6493 1.3474 0.0581
O -2.5218 1.3330 0.8815
C 0.2890 3.2767 -0.7295
O 0.2887 4.3923 -1.0746
H -1.7874 1.3845 -1.0591
N -0.6461 -1.2688 1.4608
C -0.7900 -2.6127 1.5360
C -0.2814 -3.1045 0.3570
C 0.1199 -2.0109 -0.4129
N -0.1275 -0.8776 0.2702
H -0.8770 -0.5970 2.2009
H -1.1611 -3.1293 2.4232
H -0.2504 -4.1254 0.0633
H 0.5759 -2.0163 -1.3959

Calculated values
E_HOMO (alpha / beta) ... -19.68 / -23.68 eV
F_max ... 8.38 eV/Å
Total charge ... +3
LUMO energy (alpha / beta) ... -12.35 / -16.98 eV
Multiplicity ... 5
Relative energy (zero: lowest compared OMol25 entry of this formula, charge and spin) ... 0.0 kJ/mol

Results of the Mulliken charge analysis, in e, for atoms 1 through 6: atom 1 (O): -0.153, atom 2 (C): 0.105, atom 3 (Os): 1.486, atom 4 (O): -0.149, atom 5 (C): 0.297, atom 6 (C): 0.156


4.
Molecular formula: C15H24N3O3ReS2SbSe3Te
Method: DFT, wB97M-V/def2-TZVPD

Geometry (Å):
Re 0.4578 -1.2502 0.0547
Se 0.4488 -1.0859 2.5166
Se 2.6023 -1.4131 3.4086
Te 4.0909 -1.0837 1.4287
Se 2.7075 -2.1140 -0.3263
C -0.4726 0.2491 -3.4975
C -0.7195 -1.0707 -2.7847
C -0.8500 -2.2182 -3.7769
O 0.3586 -1.3458 -1.9086
H -1.3720 0.5592 -4.0350
H 0.3477 0.1443 -4.2121
H -0.1991 1.0330 -2.7924
H -1.6642 -0.9862 -2.2323
H 0.0059 -2.2221 -4.4563
H -1.7669 -2.1240 -4.3642
H -0.8676 -3.1767 -3.2525
C -1.2163 -4.3494 1.9969
Sb -0.7808 -3.5232 0.0938
C 0.1675 -5.1557 -0.8748
C -2.7038 -3.5145 -0.8174
H -1.7722 -5.2822 1.8982
H -1.7945 -3.6247 2.5660
H -0.2738 -4.5235 2.5119
H -0.5065 -6.0093 -0.9403
H 1.0518 -5.4196 -0.2974
H 0.4737 -4.8411 -1.8710
H -3.1678 -4.4964 -0.7147
H -2.6029 -3.2625 -1.8711
H -3.3232 -2.7666 -0.3250
N 1.5703 5.8064 4.1456
C 1.6085 4.9618 3.0522
C 1.6958 3.5751 3.2303
C 1.7851 2.7328 2.1412
C 1.7793 3.2669 0.8570
C 1.6856 4.6389 0.6613
C 1.6029 5.4815 1.7537
S 1.9347 2.2018 -0.5279
O 1.4263 2.9079 -1.6754
O 3.2609 1.6703 -0.5709
N 0.9226 0.9808 -0.1313
C -0.4138 1.2141 -0.1647
S -1.3478 2.6599 -0.4132
C -2.8052 1.7406 -0.2119
C -2.5256 0.4438 -0.0014
N -1.1782 0.1444 0.0267
H 1.3376 5.4149 5.0398
H 1.2802 6.7561 4.0008
H 1.6910 3.1630 4.2339
H 1.8531 1.6588 2.2863
H 1.6699 5.0300 -0.3487
H 1.5279 6.5537 1.6090
H -3.7724 2.2133 -0.2726
H -3.2479 -0.3434 0.1550

Calculated values
E_HOMO (alpha / beta) ... -7.08 / -7.11 eV
F_max ... 1.81 eV/Å
LUMO energy (alpha / beta) ... -1.02 / -1.62 eV
Multiplicity ... 2
Relative energy (zero: lowest compared OMol25 entry of this formula, charge and spin) ... 71.5 kJ/mol

Results of the Mulliken charge analysis, in e, for atoms 1 through 6: atom 1 (Re): 0.499, atom 2 (Se): -0.103, atom 3 (Se): -0.269, atom 4 (Te): -0.072, atom 5 (Se): -0.146, atom 6 (C): -1.220


5.
Molecular formula: C2H6NO2P
Method: DFT, wB97M-V/def2-TZVPD

Geometry (Å):
C 0.7735 -0.5769 -0.0868
C 0.1569 0.7868 0.1803
N 2.1410 -0.4817 0.0239
O -0.0079 -1.4985 -0.2145
O -1.1220 0.8666 -0.3328
P -2.3032 -0.3971 0.0730
H 0.5737 1.7800 -0.2003
H 0.2706 0.8554 1.2504
H 2.6190 0.3738 -0.0840
H 2.7549 -1.1825 0.4742
H -3.4317 0.5127 0.1636
H -2.4248 -1.0386 -1.2469

Calculated values
E_HOMO ... -8.61 eV
F_max ... 3.00 eV/Å
LUMO energy ... 0.67 eV
Multiplicity ... 1
Relative energy (zero: lowest compared OMol25 entry of this formula, charge and spin) ... 169.1 kJ/mol

Results of the Mulliken charge analysis, in e, for atoms 1 through 6: atom 1 (C): 0.579, atom 2 (C): -0.357, atom 3 (N): -0.389, atom 4 (O): -0.538, atom 5 (O): -0.437, atom 6 (P): 0.025


6.
Molecular formula: C5H7N
Method: DFT, wB97M-V/def2-TZVPD

Geometry (Å):
C -0.0521 1.3819 -1.0180
C -0.0377 0.0836 -0.2585
C -1.0981 -0.6158 1.3634
N -1.2404 -0.5151 0.0268
C 1.1985 -0.5873 -0.0195
C 2.2913 -1.0944 0.1021
H 0.9395 1.6387 -1.4013
H -0.4039 2.2095 -0.3864
H -0.7512 1.3058 -1.8642
H -1.1950 -1.5708 1.8821
H -1.0070 0.2929 1.9461
H -1.8909 -0.9765 -0.6000
H 3.2470 -1.5523 0.2273

Calculated values
E_HOMO (alpha / beta) ... -7.26 / -7.26 eV
F_max ... 0.36 eV/Å
LUMO energy (alpha / beta) ... 0.52 / 0.52 eV
Multiplicity ... 1
Relative energy (zero: lowest compared OMol25 entry of this formula, charge and spin) ... 475.9 kJ/mol

Results of the Mulliken charge analysis, in e, for atoms 1 through 6: atom 1 (C): -1.152, atom 2 (C): -0.286, atom 3 (C): -0.522, atom 4 (N): -0.105, atom 5 (C): -0.344, atom 6 (C): 0.323


7.
Molecular formula: C25H30N5O2S6Ti
Method: DFT, wB97M-V/def2-TZVPD

Geometry (Å):
Ti -0.1749 0.6977 -0.0879
C -4.7087 2.6097 -2.6406
S -3.8895 3.6347 -1.4012
C -2.4899 2.6618 -0.9052
S -2.3065 0.9905 -1.3788
N -1.6791 3.3354 -0.1754
N -0.6172 2.5644 0.2885
C 0.4071 3.2480 0.9002
C 1.3904 2.4790 1.4503
C 2.6036 2.9723 2.0586
C 3.4794 2.1093 2.5986
C 3.2003 0.6855 2.5758
C 2.0824 0.2504 1.9659
N 1.1726 1.0882 1.3641
H -5.7541 2.9160 -2.6517
H -4.2695 2.7554 -3.6259
H -4.6348 1.5600 -2.3660
H 0.3969 4.3281 0.9401
H 2.7789 4.0418 2.0740
H 4.3959 2.4739 3.0485
H 3.8824 -0.0268 3.0197
H 1.8634 -0.8096 1.8881
S -0.0815 -1.1223 -3.6380
C -0.1840 -2.0650 -2.2581
S 0.6786 -1.6470 -0.7329
C -0.9696 -3.2334 -2.2335
C -1.0435 -4.1373 -1.1325
N -1.1531 -4.8856 -0.2575
C -1.7708 -3.6085 -3.3641
N -2.4586 -3.9547 -4.2242
C -0.5835 -1.2432 4.1056
C -1.3545 -2.4622 3.5929
C -1.2051 -2.7643 2.1044
S -1.8922 -1.6245 0.8994
O -1.3018 -0.2247 1.2571
C -3.5930 -1.5211 1.5222
C -3.8876 -0.4352 2.5609
C -4.0884 0.9546 1.9580
H -0.8658 -1.0170 5.1363
H -0.7664 -0.3586 3.4975
H 0.4925 -1.4328 4.0883
H -2.4117 -2.3779 3.8527
H -0.9807 -3.3532 4.1036
H -1.6821 -3.7051 1.8263
H -0.1576 -2.8343 1.8084
H -3.8117 -2.5292 1.8813
H -4.1837 -1.3455 0.6204
H -3.0844 -0.3924 3.2969
H -4.7968 -0.7336 3.0887
H -4.3045 1.6813 2.7436
H -3.2009 1.2881 1.4251
H -4.9216 0.9584 1.2499
C 3.3139 2.6122 -1.7811
S 2.6297 1.0877 -1.1575
O 1.1397 1.2937 -1.4545
C 3.3474 0.0215 -2.3845
C 2.9457 0.0357 -3.7086
C 3.6062 -0.7860 -4.6098
C 4.6584 -1.5884 -4.1864
C 5.0463 -1.5965 -2.8536
C 4.3776 -0.7930 -1.9394
H 2.9626 2.7448 -2.8042
H 4.4007 2.5416 -1.7386
H 2.9445 3.4059 -1.1318
H 2.1043 0.6435 -4.0139
H 3.2883 -0.8062 -5.6444
H 5.1724 -2.2211 -4.8999
H 5.8570 -2.2335 -2.5233
H 4.6401 -0.8011 -0.8872

Calculated values
E_HOMO (alpha / beta) ... -3.80 / -3.81 eV
F_max ... 1.12 eV/Å
Total charge ... -1
LUMO energy (alpha / beta) ... 2.17 / 2.17 eV
Multiplicity ... 1
Relative energy (zero: lowest compared OMol25 entry of this formula, charge and spin) ... 115.3 kJ/mol

Results of the Mulliken charge analysis, in e, for atoms 1 through 6: atom 1 (Ti): -0.834, atom 2 (C): -0.791, atom 3 (S): -0.128, atom 4 (C): 0.666, atom 5 (S): -0.433, atom 6 (N): -1.623


8.
Molecular formula: C4H5NO2
Method: DFT, wB97M-V/def2-TZVPD

Geometry (Å):
C 1.5155 0.0923 0.0288
C -1.0210 -0.1815 0.0154
C 1.2766 -1.4122 -0.0771
C -1.3548 1.2191 -0.0057
N 0.3309 -0.3561 -0.3414
O 2.3439 0.8792 0.2847
O -1.6537 -1.1001 0.3502
H 1.3965 -2.2229 -0.8186
H 1.3083 -1.7872 0.9648
H -1.1279 1.4475 -1.1538
H -0.6013 1.8045 0.5490
H -2.4128 1.6175 0.2038

Calculated values
E_HOMO ... -9.83 eV
F_max ... 4.55 eV/Å
LUMO energy ... 0.68 eV
Multiplicity ... 1
Relative energy (zero: lowest compared OMol25 entry of this formula, charge and spin) ... 244.4 kJ/mol

Results of the Mulliken charge analysis, in e, for atoms 1 through 6: atom 1 (C): 0.629, atom 2 (C): 0.585, atom 3 (C): -0.614, atom 4 (C): -0.892, atom 5 (N): -0.063, atom 6 (O): -0.484


- Which value of F_max does entry 3 give?
  8.38 eV/Å


- Look up the F_max of the sixth one.
  0.36 eV/Å


- What is the F_max in the eighth record?
  4.55 eV/Å


- Which value of relative energy (zero: lowest compared OMol25 entry of this formula, charge and spin) does entry 5 give?
  169.1 kJ/mol